Record 1
This record from the OMol25 dataset describes a 2-piece molecular cluster, C3H11NO2 overall in a non-equilibrium geometry. The level of theory is ωB97M-V/def2-TZVPD.

Its spin multiplicity is 2. Its total energy is -325.7026 Eh. The gap between HOMO and LUMO (spin up / spin down) comes out at 0.3070 / 0.0948 Eh. As for the charge: +1. Its energy relative to the best compared isomer or geometry (same formula, charge and spin) is 317.8 kJ/mol.

Last column: Mulliken spin population.
Atoms and positions in Å:
C -2.27739 0.95863 1.73479  0.000
O -3.69912 1.38278 1.80167  0.000
C -1.78023 -0.03638 0.68397  0.000
H -1.63583 1.76643 1.98832  0.000
H -2.23221 0.32021 2.57802  0.000
H -3.87377 1.50130 0.85545  0.000
H -2.30068 0.24483 -0.18198  0.000
H -0.66207 0.03512 0.66165  0.000
H -2.01382 -1.10042 0.94605  0.000
N 3.34925 -1.05109 -0.84902  0.813
C 2.02983 -0.91782 -1.40395  -0.028
O 1.83089 0.34940 -1.90804  0.258
H 4.18238 -0.90915 -1.50194  -0.016
H 3.46895 -0.41219 -0.03670  -0.021
H 1.93616 -1.61918 -2.19159  0.002
H 1.15866 -1.25612 -0.78085  0.006
H 2.51901 0.74364 -2.39584  -0.015

***

Record 2
This record from the OMol25 dataset describes a single C35H36N2O molecule in a non-equilibrium geometry. The level of theory is ωB97M-V/def2-TZVPD.

Its total energy is -1540.0540 Eh. The gap between HOMO and LUMO comes out at 0.2789 Eh. Its energy relative to the best compared isomer or geometry (same formula, charge and spin) is 0.0 kJ/mol.

Last column: Löwdin charge in e.
Atoms and positions in Å:
C 6.41907 -4.12435 1.07914  -0.162
C 6.85326 -3.61883 -0.30172  -0.161
C 5.68419 -2.76879 -0.83485  -0.161
N 4.55323 -3.09905 0.02203  -0.111
C 3.27267 -2.66625 -0.18988  -0.225
C 2.18958 -3.40597 0.35256  -0.009
C 0.89443 -2.96908 0.15018  -0.035
C 0.62910 -1.69150 -0.36194  -0.157
C -0.78734 -1.10833 -0.26496  -0.167
C -0.90426 0.28429 -0.88466  -0.233
C -0.26003 1.34575 -0.23932  -0.052
C -0.52030 2.65121 -0.62855  -0.007
C -1.33110 2.89433 -1.76088  -0.225
N -1.67764 4.17493 -2.08504  -0.098
C -1.34827 5.31160 -1.24495  -0.166
C -1.90139 6.53432 -1.99042  -0.154
C -2.24253 6.05470 -3.40978  -0.156
C -2.28850 4.52094 -3.35082  -0.169
C -1.84707 1.80533 -2.49911  -0.016
C -1.65660 0.51015 -2.03943  -0.022
C 1.68026 -1.01324 -1.00009  -0.032
C 2.98353 -1.49665 -0.94213  -0.014
C 4.88860 -4.01840 1.09166  -0.174
H 6.73840 -5.15014 1.26730  0.105
H 6.82922 -3.48393 1.86629  0.107
H 7.77863 -3.04001 -0.26517  0.105
H 7.00719 -4.46634 -0.97810  0.106
H 5.91572 -1.69072 -0.78044  0.112
H 5.47217 -2.99637 -1.89564  0.123
H 2.37050 -4.33734 0.89075  0.100
H 0.06220 -3.60643 0.44127  0.107
H -1.44266 -1.80033 -0.83105  0.159
H 0.42929 1.15093 0.58358  0.131
H -0.14481 3.48574 -0.03627  0.102
H -1.78216 5.21492 -0.23153  0.105
H -0.25193 5.38695 -1.11917  0.118
H -2.79966 6.89788 -1.48197  0.105
H -1.16515 7.34048 -1.98791  0.105
H -3.18895 6.46191 -3.77179  0.105
H -1.45232 6.35699 -4.10308  0.106
H -1.75054 4.06148 -4.19790  0.122
H -3.33123 4.16098 -3.40535  0.117
H -2.45261 1.98442 -3.39353  0.101
H -2.10729 -0.32792 -2.57926  0.125
H 1.48331 -0.08942 -1.53890  0.110
H 3.78643 -0.95871 -1.44802  0.098
H 4.43335 -5.00631 0.90970  0.112
H 4.50622 -3.66415 2.06196  0.125
C -0.72994 -4.76089 3.11804  -0.097
C -1.82716 -4.61953 2.26991  -0.079
C -2.14019 -3.36600 1.73402  -0.035
C -1.30548 -2.27431 1.99480  -0.195
C -1.36838 -1.00140 1.16190  -0.153
C -2.83394 -0.51615 0.99212  -0.267
C -3.13522 0.94938 1.12640  -0.148
C -4.16114 1.47107 0.32568  -0.013
C -4.39397 2.84180 0.31424  -0.071
C -3.68045 3.68142 1.17823  -0.096
C -2.75812 3.13537 2.07907  -0.082
C -2.49096 1.76781 2.06252  -0.032
O -3.73612 -1.28008 0.67348  0.084
C -0.30017 -2.38649 2.97092  -0.041
C 0.00718 -3.63585 3.51203  -0.085
H -0.43952 -5.74662 3.48041  0.099
H -2.45995 -5.47188 2.01347  0.105
H -3.02744 -3.22906 1.11746  0.108
H -0.79878 -0.24623 1.70926  0.115
H -4.75398 0.79369 -0.29156  0.124
H -5.12797 3.26205 -0.37443  0.106
H -3.84167 4.76376 1.15150  0.103
H -2.22628 3.77879 2.78095  0.105
H -1.79073 1.31599 2.76646  0.119
H 0.26670 -1.49712 3.26380  0.119
H 0.82748 -3.72120 4.22652  0.102

***

Record 3
This record from the OMol25 dataset describes a single C4H8O2 molecule. The level of theory is ωB97M-V/def2-TZVPD.

Its total energy is -307.6732 Eh. The gap between HOMO and LUMO comes out at 0.3862 Eh. Its energy relative to the best compared isomer or geometry (same formula, charge and spin) is 103.0 kJ/mol.

Last column: Löwdin charge in e.
Atoms and positions in Å:
C -1.66857 -0.25322 -0.46293  -0.055
C -0.29744 0.37539 -0.24459  -0.474
O -0.35082 1.40324 0.73231  -0.036
C 0.71027 -0.64338 0.26611  -0.120
C 2.12829 -0.12866 0.35087  -0.254
O 3.03972 -0.75320 0.83704  0.050
H -2.37650 0.46970 -0.88691  0.080
H -1.60785 -1.10359 -1.15066  0.083
H -2.06680 -0.60408 0.49484  0.089
H 0.06466 0.79119 -1.20208  0.143
H -1.01329 2.04630 0.44937  0.096
H 0.71138 -1.52064 -0.39431  0.134
H 0.43511 -0.96285 1.27805  0.138
H 2.29185 0.88380 -0.06712  0.127

***

Record 4
This record from the OMol25 dataset describes C52H58IrN3O2Sb as an isolated structure in a non-equilibrium geometry. The level of theory is ωB97M-V/def2-TZVPD.

Its spin multiplicity is 5. Its total energy is -2675.3575 Eh. The gap between HOMO and LUMO (spin up / spin down) comes out at 0.2592 / 0.1788 Eh. As for the charge: +1.

Last column: Mulliken spin population.
Atoms and positions in Å:
Ir 0.75965 -0.00465 0.16050  1.866
C 3.24019 2.72945 -0.99697  0.022
C 1.93142 2.91982 -0.22752  -0.007
C 1.18991 4.14119 -0.77533  0.035
C 2.12754 3.07893 1.26250  0.020
C 3.09531 3.95569 1.70577  -0.044
C 3.30113 4.19102 3.05603  0.163
C 2.52923 3.51662 3.98582  -0.045
C 1.53536 2.63149 3.60597  0.099
C 0.79625 1.86296 4.67254  0.017
C 1.75754 1.25552 5.70316  0.011
C -0.23919 2.75696 5.36320  0.025
C 1.29049 2.42719 2.21326  0.185
N 0.33624 1.55412 1.78692  0.424
C -0.89756 1.44499 2.35789  -0.055
O -1.56099 2.38588 2.74964  0.112
C -1.39829 0.02172 2.38934  -0.012
C -2.44087 -0.44521 3.17937  0.009
C -2.65927 -1.81723 3.23029  -0.008
C -1.84303 -2.68662 2.51899  -0.001
C -0.84095 -2.13631 1.72878  0.008
N -0.66539 -0.82859 1.69170  0.133
C 0.23066 -2.91700 1.01314  0.015
O 0.22156 -4.13531 0.97573  0.039
N 1.19128 -2.11597 0.49858  0.127
C 2.39126 -2.69998 0.08919  0.062
C 3.54019 -2.55802 0.89611  -0.014
C 4.68519 -3.25665 0.54939  -0.020
C 4.73736 -4.03895 -0.59200  0.024
C 3.63359 -4.10964 -1.41956  -0.014
C 2.45386 -3.46194 -1.09503  -0.037
C 1.26599 -3.53768 -2.02072  0.046
C 0.97902 -4.96597 -2.48655  0.002
C 1.50389 -2.60479 -3.21181  0.021
C 3.59492 -1.64014 2.10089  0.033
C 2.48853 -1.87720 3.13289  -0.015
C 3.64417 -0.18168 1.63584  -0.041
H 3.01931 2.57088 -2.05105  -0.001
H 3.80384 1.87670 -0.62621  -0.003
H 3.86915 3.61214 -0.92767  0.002
H 1.31444 1.99608 -0.41224  0.265
H 1.74369 5.04095 -0.51567  0.003
H 1.10831 4.08971 -1.85949  0.000
H 0.19327 4.22238 -0.35304  -0.008
H 3.70362 4.47769 0.98609  0.006
H 4.07118 4.87955 3.37015  0.003
H 2.72198 3.67048 5.03420  0.006
H 0.26490 1.02345 4.20521  0.004
H 2.12378 1.99808 6.40739  0.001
H 2.61367 0.80055 5.20903  -0.002
H 1.23827 0.48699 6.27149  -0.001
H 0.21857 3.65576 5.76720  -0.001
H -0.71757 2.21178 6.17344  0.001
H -0.99780 3.05989 4.64540  -0.002
H -3.03514 0.25624 3.74090  0.001
H -3.44748 -2.21019 3.85398  0.000
H -1.95637 -3.75910 2.57544  0.001
H 5.55181 -3.19733 1.19222  0.001
H 5.63758 -4.57888 -0.84055  0.001
H 3.68024 -4.69659 -2.32311  0.000
H 0.38410 -3.18338 -1.47759  -0.019
H 1.73991 -5.33029 -3.17174  0.000
H 0.02411 -4.99625 -3.00678  0.000
H 0.92945 -5.63857 -1.63334  -0.001
H 2.41220 -2.88320 -3.73872  0.000
H 1.60985 -1.57173 -2.87351  -0.009
H 0.67030 -2.66393 -3.90723  0.001
H 4.54864 -1.84277 2.60126  0.003
H 1.60044 -1.28446 2.92564  0.010
H 2.85056 -1.60082 4.11986  0.001
H 2.21049 -2.92733 3.15556  0.001
H 2.76699 0.05588 0.99186  0.076
H 4.54894 -0.00361 1.05775  -0.003
H 3.62725 0.50165 2.48238  -0.001
C -4.02141 1.14159 -3.34171  0.004
C -3.56054 2.15478 -2.34141  -0.011
C -4.25594 3.35240 -2.20850  0.000
C -3.88440 4.30342 -1.27577  0.000
C -2.80426 4.06554 -0.44444  -0.001
C -2.09380 2.88484 -0.57451  -0.005
C -2.45497 1.93760 -1.52151  0.021
Sb -1.39801 0.05367 -1.53677  0.444
C -3.06824 -0.99788 -0.61404  0.013
C -3.83611 -0.16141 0.19116  -0.005
C -4.89514 -0.65629 0.92497  -0.001
C -5.20320 -2.00412 0.86184  0.002
C -4.42597 -2.83769 0.08484  0.000
C -3.33899 -2.36138 -0.64734  -0.005
C -2.52268 -3.35312 -1.41186  0.008
C -1.18645 -0.22961 -3.68650  0.014
C -1.64371 -1.36917 -4.32768  0.005
C -1.46053 -1.53081 -5.69154  0.000
C -0.80345 -0.55484 -6.41907  0.002
C -0.35150 0.58414 -5.77863  0.002
C -0.53449 0.76689 -4.41247  -0.012
C -0.05293 2.03131 -3.76898  -0.019
H -5.06891 1.29681 -3.58554  0.000
H -3.90491 0.12880 -2.95456  -0.002
H -3.44391 1.22149 -4.26350  -0.001
H -5.11128 3.52821 -2.84449  0.000
H -4.45245 5.21625 -1.18151  0.000
H -2.52549 4.77941 0.31621  0.001
H -1.26629 2.68311 0.09160  -0.003
H -3.61152 0.89435 0.25287  0.001
H -5.46645 0.01202 1.54869  0.000
H -6.03459 -2.40218 1.42535  0.000
H -4.64628 -3.89356 0.04495  0.000
H -2.23517 -4.17799 -0.76179  0.000
H -1.62156 -2.88749 -1.80759  -0.007
H -3.10458 -3.77172 -2.23277  0.000
H -2.16130 -2.13761 -3.77324  0.003
H -1.81221 -2.42665 -6.17955  0.000
H -0.64323 -0.67741 -7.47918  0.000
H 0.15988 1.34635 -6.34779  0.000
H 0.59121 2.59012 -4.44585  0.001
H 0.50256 1.81502 -2.85177  0.025
H -0.89949 2.67040 -3.50710  0.000

***

Record 5
This record from the OMol25 dataset describes C8H20BF4NO8PSi2 as an isolated structure in a non-equilibrium geometry. The level of theory is ωB97M-V/def2-TZVPD.

Its total energy is -2318.4030 Eh. The gap between HOMO and LUMO comes out at 0.2307 Eh. As for the charge: -1. Its energy relative to the best compared isomer or geometry (same formula, charge and spin) is 524.8 kJ/mol.

Last column: Löwdin charge in e.
Atoms and positions in Å:
C 3.71860 -2.20384 -0.51858  -0.123
C 3.91764 -0.61747 -0.88031  -0.310
O 2.87156 -0.03051 -1.72874  -0.280
Si 1.37953 0.27715 -0.85909  0.345
C 1.52204 0.28151 1.05796  -0.180
C 2.42480 1.49096 1.69610  -0.253
O 3.03243 2.40236 0.69906  -0.085
C 1.67475 2.38635 2.84952  -0.191
F 2.73503 2.78715 3.84817  -0.023
F 1.22122 3.64784 2.21885  0.029
F 0.64133 1.66653 3.62877  0.020
O 0.83364 1.89280 -1.33629  -0.331
Si -0.90438 2.07484 -1.16580  0.585
F -1.33150 3.56764 -2.08228  -0.281
C -1.52950 2.36335 0.63132  -0.161
B -2.86912 1.45576 1.03950  -0.509
O -4.21516 1.78736 0.50600  0.029
O -2.67449 0.33518 1.99006  0.022
P -0.03600 -1.33249 -1.51038  0.763
N -0.55672 -0.92877 -3.20602  -0.226
O 0.79202 -2.85740 -1.68784  -0.421
H 3.83403 -2.81928 -1.51708  0.089
H 4.64678 -2.51249 0.15698  0.089
H 2.75824 -2.45973 0.09910  0.069
H 4.92938 -0.54780 -1.51007  0.134
H 4.12896 -0.05043 0.12075  0.094
H 0.40459 0.30021 1.47760  0.100
H 1.94496 -0.78418 1.38926  0.106
H 3.34605 0.96205 2.24072  0.166
H 4.05158 2.35740 0.75227  0.140
H -1.70299 1.01301 -1.76165  0.014
H -1.85628 3.50563 0.73389  0.109
H -0.74371 2.16945 1.47633  0.037
H -4.71580 0.92307 0.35406  0.075
H -2.11483 0.69238 2.75815  0.101
H 0.28649 -0.65364 -3.78130  0.032
H -1.04937 -1.75735 -3.63184  0.049
H 1.51476 -2.66068 -2.38323  0.049
C -4.71112 -3.10134 0.06385  -0.062
C -4.48886 -1.88382 -0.81682  -0.766
O -5.11597 -0.84493 -0.46882  -0.099
O -3.70234 -2.06882 -1.78730  -0.117
H -5.39981 -2.87864 0.88455  0.055
H -5.13366 -3.91705 -0.53036  0.057
H -3.75882 -3.42932 0.49098  0.060